Record 1
{
  "formula": "CHClI2",
  "method": "ωB97M-V/def2-TZVPD",
  "homo_lumo_gap_ev": [7.725, 8.641],
  "max_force_ev_per_a": 0.681,
  "e_above_lowest_kj_mol": 403.4,
  "species": ["C", "Cl", "I", "I", "H"],
  "coordinates": [[-1.358, 0.162, 2.073], [-0.181, -0.205, 3.219], [-2.871, -1.249, 1.744], [-1.816, 2.163, 1.954], [-0.381, -0.512, -0.542]],
  "mulliken_charge": [-0.216, -0.096, 0.145, 0.146, 0.022]
}



Record 2
{
  "formula": "C3H6O2",
  "method": "ωB97M-V/def2-TZVPD",
  "homo_lumo_gap_ev": 10.056,
  "max_force_ev_per_a": 4.254,
  "e_above_lowest_kj_mol": 441.0,
  "species": ["C", "C", "C", "O", "O", "H", "H", "H", "H", "H", "H"],
  "coordinates": [[0.401, -0.552, 0.833], [0.225, 0.300, -0.318], [-0.270, -0.319, 2.078], [-0.581, -0.672, -0.303], [0.382, 0.732, -3.369], [0.971, -1.387, 0.806], [-0.210, 0.899, -4.191], [-0.748, -1.240, 2.502], [-1.075, 0.541, 1.991], [0.431, 0.125, 2.825], [0.476, 1.573, -2.855]],
  "mulliken_charge": [0.432, -0.480, -1.005, -0.182, -0.633, 0.366, 0.312, 0.259, 0.284, 0.300, 0.347]
}



Record 3
{
  "formula": "C47H47CoIN5O3Si",
  "method": "ωB97M-V/def2-TZVPD",
  "charge": 1,
  "spin_multiplicity": 2,
  "homo_lumo_gap_ev": [6.149, 5.878],
  "max_force_ev_per_a": 2.547,
  "species": ["Co", "C", "C", "C", "C", "C", "N", "C", "C", "C", "N", "C", "C", "C", "C", "C", "C", "C", "C", "N", "C", "C", "C", "N", "C", "C", "C", "C", "O", "C", "O", "H", "H", "H", "H", "H", "H", "H", "H", "H", "H", "H", "H", "H", "H", "H", "H", "H", "H", "H", "H", "H", "H", "H", "H", "H", "H", "H", "H", "O", "Si", "C", "C", "C", "C", "C", "C", "C", "C", "C", "C", "C", "C", "C", "C", "C", "C", "C", "C", "H", "H", "H", "H", "H", "H", "H", "H", "H", "H", "H", "H", "H", "H", "H", "I", "C", "C", "C", "C", "N", "C", "H", "H", "H", "H"],
  "coordinates": [[0.468, -0.143, -0.195], [-3.989, -0.576, 5.211], [-3.012, -0.796, 4.098], [-3.019, -1.972, 3.376], [-2.156, -2.193, 2.283], [-2.165, -3.434, 1.626], [-1.477, -3.728, 0.529], [-1.238, -5.063, 0.031], [-0.823, -5.069, -1.442], [-1.985, -4.963, -2.443], [-2.764, -3.763, -2.242], [-2.295, -2.518, -2.415], [-1.220, -2.086, -3.223], [-0.828, -2.596, -4.466], [0.225, -2.041, -5.185], [0.614, -2.666, -6.492], [0.925, -0.962, -4.659], [0.628, -0.452, -3.384], [1.422, 0.553, -2.753], [1.451, 0.824, -1.484], [2.381, 1.870, -1.082], [2.611, 1.960, 0.425], [1.352, 2.335, 1.214], [0.433, 1.221, 1.311], [-0.283, 1.097, 2.376], [-1.212, 0.054, 2.676], [-2.082, 0.185, 3.766], [-1.263, -1.129, 1.880], [-0.537, -1.307, 0.849], [-0.459, -0.999, -2.659], [-0.746, -0.632, -1.468], [-4.814, -1.282, 5.145], [-4.390, 0.434, 5.164], [-3.510, -0.707, 6.182], [-3.715, -2.756, 3.632], [-2.777, -4.222, 2.053], [-0.841, -2.986, 0.224], [-2.131, -5.676, 0.189], [-0.416, -5.508, 0.606], [-0.301, -6.004, -1.642], [-0.119, -4.251, -1.609], [-2.650, -5.822, -2.338], [-1.573, -4.975, -3.452], [-3.518, -3.857, -1.575], [-2.739, -1.754, -1.789], [-1.407, -3.387, -4.920], [-0.210, -3.247, -6.903], [1.452, -3.347, -6.340], [0.917, -1.921, -7.223], [1.739, -0.537, -5.226], [2.090, 1.103, -3.415], [2.001, 2.833, -1.445], [3.355, 1.695, -1.556], [3.373, 2.724, 0.603], [2.995, 1.006, 0.784], [0.845, 3.164, 0.699], [1.636, 2.674, 2.220], [-0.181, 1.856, 3.157], [-2.047, 1.090, 4.355], [1.997, -1.141, 0.441], [3.229, -2.001, 0.925], [4.340, -2.185, -0.614], [3.801, -1.765, -1.826], [4.537, -1.777, -2.995], [5.847, -2.225, -2.972], [6.394, -2.676, -1.783], [5.646, -2.660, -0.618], [2.756, -3.675, 1.706], [1.459, -3.873, 2.171], [1.092, -5.049, 2.803], [2.034, -6.046, 3.001], [3.332, -5.865, 2.552], [3.684, -4.693, 1.904], [4.108, -1.001, 2.307], [5.447, -1.180, 2.622], [6.047, -0.411, 3.606], [5.316, 0.549, 4.284], [3.972, 0.719, 3.998], [3.374, -0.066, 3.028], [2.777, -1.424, -1.837], [4.083, -1.443, -3.918], [6.435, -2.224, -3.876], [7.410, -3.046, -1.764], [6.096, -3.027, 0.293], [0.742, -3.079, 2.036], [0.079, -5.196, 3.157], [1.755, -6.955, 3.514], [4.068, -6.639, 2.715], [4.696, -4.572, 1.546], [6.036, -1.917, 2.098], [7.092, -0.553, 3.842], [5.790, 1.162, 5.036], [3.394, 1.457, 4.540], [2.324, 0.057, 2.809], [0.258, 5.692, -2.509], [-0.934, 4.444, -1.291], [-1.639, 4.951, -0.210], [-2.315, 4.051, 0.600], [-2.253, 2.698, 0.295], [-1.589, 2.226, -0.749], [-0.960, 3.077, -1.537], [-1.648, 6.011, -0.002], [-2.874, 4.395, 1.457], [-2.737, 1.957, 0.916], [-0.440, 2.652, -2.386]],
  "mulliken_charge": [-0.889, -1.618, 0.339, -1.204, 0.969, -0.547, 0.964, -0.690, -0.093, -1.112, -0.015, -0.479, -0.001, -0.433, 0.321, -1.788, -0.424, 1.305, -1.347, 2.620, -1.307, -0.212, -1.051, 1.273, -0.275, 0.122, -0.919, 0.147, 0.228, 0.060, -1.643, 0.390, 0.398, 0.321, 0.467, 0.467, -0.789, 0.530, 0.248, 0.669, -0.173, 0.496, 0.275, 0.370, 0.660, 0.568, 0.386, 0.326, 0.413, 0.478, 0.496, 0.158, 0.676, 0.539, -0.455, -0.015, 0.663, 0.282, 0.535, 1.356, -1.779, 1.031, 0.697, -0.493, -0.748, -0.916, -0.445, 0.564, 0.359, -0.761, -0.586, -0.803, -0.570, 0.744, -0.451, -0.776, -0.681, -0.515, 0.081, -0.477, 0.445, 0.409, 0.417, 0.085, 0.162, 0.474, 0.398, 0.426, 0.224, 0.120, 0.435, 0.384, 0.430, 0.227, 0.104, -0.601, -0.183, -0.895, -0.183, -0.106, -0.264, 0.401, 0.454, 0.547, 0.582]
}



Record 4
{
  "formula": "C30H40BrNO7SSi3",
  "method": "ωB97M-V/def2-TZVPD",
  "homo_lumo_gap_ev": 7.597,
  "max_force_ev_per_a": 2.298,
  "species": ["C", "C", "C", "C", "C", "C", "C", "C", "Si", "Br", "O", "Si", "N", "C", "S", "Si", "C", "C", "C", "H", "H", "H", "H", "H", "H", "H", "H", "H", "H", "H", "H", "H", "H", "H", "H", "H", "H", "H", "H", "H", "H", "H", "H", "H", "H", "H", "H", "C", "C", "C", "O", "C", "C", "C", "O", "H", "H", "H", "H", "C", "C", "C", "O", "C", "C", "C", "O", "H", "H", "H", "H", "C", "C", "C", "O", "C", "C", "C", "O", "H", "H", "H", "H"],
  "coordinates": [[4.347, -0.016, 0.494], [3.892, -0.127, -0.955], [2.722, 0.791, -1.359], [2.772, 2.185, -0.747], [1.697, 3.116, -1.328], [0.518, 3.269, -0.375], [-0.773, 3.672, -1.075], [-1.251, 2.577, -2.055], [-3.091, 2.280, -1.977], [-3.422, 0.279, -2.970], [-3.524, 2.174, -0.381], [-5.096, 2.571, 0.037], [-5.241, 2.141, 1.788], [-5.069, 0.943, 2.002], [-5.182, -0.550, 2.466], [-6.782, 1.525, -1.127], [-6.970, 2.126, -2.911], [-8.389, 2.010, -0.240], [-6.718, -0.360, -1.114], [4.488, 1.005, 0.826], [3.647, -0.553, 1.129], [5.316, -0.509, 0.568], [4.723, 0.070, -1.629], [3.586, -1.149, -1.160], [1.782, 0.301, -1.108], [2.763, 0.906, -2.441], [3.768, 2.591, -0.899], [2.604, 2.089, 0.322], [1.382, 2.746, -2.301], [2.146, 4.091, -1.503], [0.348, 2.358, 0.196], [0.770, 4.049, 0.341], [-1.539, 3.908, -0.340], [-0.569, 4.576, -1.648], [-1.001, 2.794, -3.087], [-0.809, 1.629, -1.753], [-3.878, 3.313, -2.678], [-5.337, 4.030, -0.004], [-6.295, 1.610, -3.586], [-7.973, 1.861, -3.237], [-6.843, 3.202, -2.981], [-8.208, 2.202, 0.811], [-9.159, 1.272, -0.420], [-8.704, 2.951, -0.690], [-7.185, -0.702, -0.196], [-7.359, -0.706, -1.925], [-5.738, -0.793, -1.263], [10.254, -1.303, 1.584], [9.411, -0.877, 0.650], [7.990, -1.290, 0.655], [7.218, -0.907, -0.204], [7.539, -2.194, 1.741], [8.382, -2.620, 2.676], [9.808, -2.206, 2.672], [10.575, -2.591, 3.526], [11.297, -1.015, 1.597], [9.718, -0.219, -0.153], [6.495, -2.483, 1.724], [8.075, -3.280, 3.477], [-8.939, 0.826, 3.743], [-9.631, 1.115, 4.841], [-11.054, 0.714, 4.983], [-11.686, 0.978, 5.982], [-11.674, -0.022, 3.851], [-10.982, -0.310, 2.753], [-9.560, 0.091, 2.613], [-8.924, -0.170, 1.615], [-7.901, 1.109, 3.618], [-9.198, 1.649, 5.677], [-12.711, -0.305, 3.974], [-11.415, -0.845, 1.917], [9.110, -6.689, -2.094], [9.784, -6.026, -1.159], [9.540, -4.583, -0.910], [10.162, -3.985, -0.056], [8.514, -3.908, -1.744], [7.839, -4.572, -2.679], [8.083, -6.015, -2.928], [7.467, -6.620, -3.777], [9.273, -7.741, -2.291], [10.536, -6.499, -0.541], [8.347, -2.857, -1.553], [7.088, -4.098, -3.297]],
  "mulliken_charge": [-0.397, -0.561, -0.580, -0.686, -0.545, -0.875, -0.720, -0.473, 0.506, -0.290, 0.006, 0.236, -0.391, 0.453, -0.308, 0.445, -1.062, -1.156, -0.970, 0.301, 0.340, -0.360, 0.295, 0.354, 0.226, 0.342, 0.364, 0.341, 0.378, 0.365, 0.416, 0.339, 0.403, 0.316, 0.369, 0.040, -0.139, -0.166, 0.296, 0.384, 0.323, 0.227, 0.332, 0.395, 0.273, 0.323, 0.345, -0.434, -0.103, 0.296, -0.579, -0.256, -0.424, 0.362, -0.566, 0.410, 0.433, 0.426, 0.422, -0.053, -0.415, 0.290, -0.547, -0.362, -0.416, 0.308, -0.417, 0.309, 0.432, 0.403, 0.433, -0.403, -0.379, 0.427, -0.465, -0.139, -0.467, 0.317, -0.540, 0.403, 0.424, 0.375, 0.446]
}



Record 5
{
  "formula": "C18H27Br42GaO3PS2",
  "method": "ωB97M-V/def2-TZVPD",
  "charge": -1,
  "homo_lumo_gap_ev": 6.215,
  "max_force_ev_per_a": 1.064,
  "species": ["O", "S", "O", "O", "C", "C", "C", "C", "Ga", "P", "S", "H", "H", "H", "H", "H", "H", "H", "H", "H", "H", "H", "H", "H", "C", "Br", "Br", "Br", "H", "C", "Br", "Br", "Br", "H", "C", "Br", "Br", "Br", "H", "C", "Br", "Br", "Br", "H", "C", "Br", "Br", "Br", "H", "C", "Br", "Br", "Br", "H", "C", "Br", "Br", "Br", "H", "C", "Br", "Br", "Br", "H", "C", "Br", "Br", "Br", "H", "C", "Br", "Br", "Br", "H", "C", "Br", "Br", "Br", "H", "C", "Br", "Br", "Br", "H", "C", "Br", "Br", "Br", "H", "C", "Br", "Br", "Br", "H"],
  "coordinates": [[-4.240, -5.558, 2.053], [-3.606, -4.446, 2.709], [-3.921, -3.097, 2.319], [-3.977, -4.588, 4.256], [-1.860, -4.708, 2.669], [-0.948, -3.503, 2.944], [-1.374, -2.484, 4.009], [-0.535, -1.197, 3.880], [-1.182, 0.124, 2.497], [-1.706, -0.836, 0.346], [-0.155, -0.599, -0.916], [-3.809, -3.739, 4.689], [-1.662, -5.563, 3.322], [-1.730, -5.065, 1.641], [0.007, -3.926, 3.281], [-0.725, -2.992, 2.002], [-1.203, -2.927, 4.998], [-2.430, -2.215, 3.899], [-0.604, -0.659, 4.835], [0.521, -1.468, 3.750], [-2.499, 0.881, 2.994], [-0.095, 1.191, 2.109], [-2.041, -2.205, 0.367], [-2.877, -0.319, -0.238], [2.562, 0.153, -2.956], [4.361, 0.325, -2.265], [1.864, 1.879, -3.402], [2.543, -1.038, -4.456], [1.925, -0.249, -2.175], [-2.603, 1.566, 7.404], [-0.909, 2.397, 7.025], [-3.281, 0.661, 5.858], [-2.479, 0.397, 8.932], [-3.296, 2.352, 7.664], [1.279, 4.329, 1.680], [1.946, 6.140, 1.701], [0.498, 3.816, 3.343], [0.069, 4.065, 0.210], [2.127, 3.679, 1.510], [0.292, -2.368, -7.889], [-0.721, -2.867, -6.343], [0.122, -0.489, -8.279], [2.135, -2.870, -7.684], [-0.098, -2.910, -8.737], [4.849, 2.860, -5.481], [6.585, 2.853, -4.661], [4.364, 4.608, -6.114], [4.736, 1.543, -6.876], [4.136, 2.570, -4.722], [9.406, -0.223, -6.133], [10.026, 1.589, -6.308], [8.446, -0.490, -4.494], [8.360, -0.757, -7.655], [10.279, -0.857, -6.105], [-1.101, -5.542, -2.906], [-2.499, -4.659, -3.884], [-0.736, -7.292, -3.620], [0.477, -4.455, -2.821], [-1.458, -5.676, -1.895], [-2.629, 0.987, -10.826], [-2.178, 0.849, -12.691], [-2.922, 2.811, -10.303], [-4.129, -0.126, -10.381], [-1.780, 0.625, -10.265], [0.257, -6.249, 6.420], [-1.484, -5.445, 6.429], [0.843, -6.592, 4.621], [1.536, -5.189, 7.383], [0.180, -7.202, 6.923], [4.130, 0.745, 1.485], [2.364, 1.360, 1.881], [5.492, 1.781, 2.380], [4.351, -1.139, 1.827], [4.266, 0.889, 0.425], [-5.512, -2.126, -0.089], [-5.226, -2.057, -1.988], [-5.814, -0.400, 0.682], [-6.924, -3.349, 0.371], [-4.607, -2.509, 0.359], [3.212, 9.776, 3.912], [3.905, 8.244, 4.841], [3.118, 9.461, 2.018], [1.506, 10.314, 4.618], [3.899, 10.593, 4.075], [1.410, 7.146, -1.756], [-0.336, 7.932, -1.879], [1.863, 6.145, -3.329], [2.752, 8.473, -1.358], [1.393, 6.454, -0.928], [-6.798, 0.607, 4.675], [-7.752, 1.309, 3.154], [-7.901, 0.601, 6.253], [-6.078, -1.132, 4.311], [-5.968, 1.272, 4.870]],
  "mulliken_charge": [-0.727, 1.135, -0.440, -0.465, -0.602, -0.246, 0.301, -0.877, -0.617, 0.448, -0.590, 0.380, 0.195, 0.209, 0.318, 0.071, -0.157, 0.132, 0.413, 0.484, -0.192, -0.107, -0.103, -0.013, 0.363, -0.024, 0.061, 0.093, -0.512, -0.461, -0.038, 0.146, -0.054, 0.400, -0.155, -0.008, 0.013, 0.051, 0.081, -0.432, 0.119, 0.031, -0.054, 0.360, 0.498, -0.014, -0.060, -0.012, -0.430, -0.329, -0.020, 0.015, -0.009, 0.324, -0.161, -0.027, -0.041, 0.049, 0.124, 0.264, -0.018, -0.002, -0.003, -0.263, -0.352, -0.002, -0.055, -0.007, 0.394, 0.131, 0.657, -0.076, -0.045, -0.214, 0.747, -0.052, 0.000, -0.097, -0.618, -0.342, -0.011, 0.008, -0.013, 0.335, 0.648, -0.008, 0.029, -0.061, -0.717, -0.222, -0.069, -0.055, 0.062, 0.189]
}



Energy for the records above, in order: -1094.10721 -268.23727 -4288.53299 -5589.34771 -112098.80015 Ha